No. 1
A structure of composition C35H51N4O4RuS3Si, computed with wB97M-V/def2-TZVPD.

Computed properties:
Spin multiplicity   6
Frontier orbital gap (alpha / beta)   7.57 / 7.24 eV
Net charge   +2
LUMO energy (alpha / beta)   -0.1953 / -0.2478 Eh
ΔE to the lowest compared entry with this formula, charge and spin   12.85 kJ/mol

The geometry in XYZ format:
```
99
Properties=species:S:1:pos:R:3:forces:R:3:mulliken_charge:R:1
Ru 0.966396 1.268902 0.527286 0.19 -0.34 0.27 0.817
C 3.341012 4.622793 2.809089 -0.02 0.01 -0.01 -1.088
C 2.898653 3.384453 2.332835 0.04 -0.03 0.05 0.070
N 1.783478 3.226255 1.642973 -0.19 0.13 -0.07 0.225
C 1.021831 4.326898 1.399084 0.01 0.04 0.02 -0.034
C 1.385616 5.606581 1.836444 0.02 -0.01 0.01 1.296
C 2.587287 5.736642 2.556406 0.00 -0.02 0.00 -0.601
C 0.537834 6.729412 1.558951 -0.03 0.00 -0.01 -0.955
C -0.623730 6.571259 0.892437 0.02 0.00 0.02 -0.999
C -1.034304 5.273185 0.444916 0.00 -0.01 -0.02 1.445
C -2.248439 5.052057 -0.234399 0.00 -0.03 0.00 -0.675
C -2.593137 3.782574 -0.615333 0.02 0.04 0.02 -1.582
C -1.721968 2.726797 -0.326354 0.00 -0.01 -0.06 -0.347
N -0.568833 2.916345 0.293343 0.11 0.06 -0.10 0.424
C -0.217404 4.164971 0.686148 -0.04 -0.05 0.06 -0.662
H 4.262515 4.676393 3.370063 0.00 0.00 0.00 0.467
H 3.480786 2.497496 2.540748 0.00 0.00 0.00 0.374
H 2.896469 6.712238 2.909517 0.00 0.00 0.00 0.459
H 0.848590 7.705571 1.907300 0.00 0.01 0.00 0.447
H -1.269174 7.416077 0.691559 0.00 0.01 0.00 0.444
H -2.902231 5.890370 -0.439896 0.00 0.00 -0.01 0.486
H -3.524038 3.575954 -1.122867 0.00 0.01 0.00 0.601
H -1.972690 1.709550 -0.610392 0.02 0.04 0.00 0.903
C -5.182701 -1.036828 0.913304 -0.01 0.02 0.01 -1.325
C -4.432587 0.155658 1.487863 -0.06 0.04 0.00 1.678
C -4.716691 0.317670 2.970772 0.01 0.01 0.00 -1.620
C -4.785319 1.423472 0.725527 0.00 -0.03 0.01 -1.455
O -2.993303 -0.026980 1.368691 0.02 -0.07 0.07 0.138
Si -2.128826 -0.983131 0.400208 -0.10 -0.09 -0.06 -0.738
S -0.103013 -0.670929 1.118914 0.02 0.11 -0.02 -0.599
O -2.319759 -0.450466 -1.120910 0.02 -0.03 0.02 0.044
C -1.935235 -0.909188 -2.439437 0.01 -0.04 -0.03 1.886
C -3.087491 -0.535356 -3.357812 0.02 0.00 0.02 -1.969
C -0.663108 -0.164797 -2.819808 0.00 0.00 0.01 -1.234
C -1.692271 -2.410657 -2.458478 0.00 0.02 0.02 -1.575
O -2.399173 -2.571329 0.461197 0.01 0.15 -0.03 0.522
C -2.250726 -3.618499 1.447037 -0.02 -0.08 0.03 1.420
C -3.323439 -4.648293 1.127177 0.03 0.02 0.00 -1.741
C -0.863103 -4.222154 1.270281 -0.02 0.02 0.02 -1.209
C -2.431429 -3.061116 2.850766 -0.01 0.02 -0.01 -1.269
H -6.255712 -0.861808 0.992710 -0.01 -0.01 -0.01 0.605
H -4.947383 -1.951043 1.457089 -0.01 0.01 -0.01 0.199
H -4.940850 -1.183578 -0.141508 -0.01 -0.01 -0.02 0.163
H -5.775695 0.519412 3.132239 -0.01 0.00 0.00 0.419
H -4.137749 1.146838 3.377735 0.00 0.01 0.00 0.331
H -4.452514 -0.588039 3.516451 0.01 0.00 0.00 0.312
H -5.847947 1.644267 0.827736 -0.01 0.00 -0.01 0.589
H -4.560570 1.297363 -0.336036 0.01 0.02 -0.01 0.019
H -4.220310 2.267579 1.123720 -0.01 -0.01 0.00 0.338
H -3.305092 0.530437 -3.275251 0.00 0.00 -0.01 0.336
H -3.983964 -1.094838 -3.090428 0.00 0.01 0.01 0.416
H -2.838404 -0.758292 -4.395362 0.00 -0.01 -0.01 0.454
H -0.836065 0.913568 -2.841091 0.02 0.00 0.02 0.279
H -0.323868 -0.475133 -3.809621 -0.02 0.01 -0.02 0.620
H 0.129762 -0.382456 -2.099806 -0.02 0.00 -0.02 -0.204
H -2.567764 -2.951504 -2.104212 0.00 -0.01 -0.01 0.362
H -0.844662 -2.676466 -1.821723 -0.01 -0.01 0.00 0.014
H -1.473304 -2.728767 -3.478221 0.01 0.00 -0.01 0.576
H -3.220052 -4.993441 0.098497 0.00 -0.01 -0.01 0.322
H -4.316979 -4.218847 1.249703 -0.02 0.01 0.00 0.377
H -3.236064 -5.507185 1.792994 0.00 0.00 0.00 0.417
H -0.752657 -4.616060 0.258572 0.01 0.00 -0.01 0.375
H -0.717074 -5.038839 1.978313 0.01 -0.01 0.00 0.623
H -0.098775 -3.461580 1.447144 -0.01 -0.02 0.00 -0.145
H -3.409835 -2.590372 2.952803 0.04 -0.02 0.02 0.182
H -1.663317 -2.321823 3.086966 0.00 0.02 0.00 0.195
H -2.366214 -3.866526 3.582455 0.01 -0.01 0.00 0.584
C 3.118713 2.728514 -3.246741 0.03 -0.03 0.02 -1.165
S 3.315349 1.859938 -1.699802 -0.06 -0.07 -0.02 0.413
O 1.886948 1.322970 -1.439450 -0.11 0.10 -0.05 -0.053
C 4.223069 0.431324 -2.217523 0.06 0.03 0.03 0.418
C 5.452443 0.204357 -1.615275 -0.03 0.01 -0.01 -0.299
C 6.172724 -0.928945 -1.969015 0.00 0.00 -0.01 -0.685
C 5.651761 -1.816633 -2.898592 -0.01 0.00 -0.01 -0.499
C 4.408750 -1.585444 -3.483611 0.02 0.00 0.01 -0.841
C 3.684284 -0.455286 -3.146029 -0.03 0.01 -0.01 -0.089
H 2.620823 2.084994 -3.968322 -0.01 -0.02 0.00 0.335
H 4.110172 3.013426 -3.597331 0.00 0.01 0.00 0.443
H 2.521842 3.615376 -3.044189 0.00 0.01 0.00 0.437
H 5.835045 0.897646 -0.877302 0.01 0.00 0.00 0.424
H 7.138571 -1.115029 -1.519912 0.00 0.00 0.00 0.437
H 6.218101 -2.695110 -3.178103 0.00 0.00 0.00 0.459
H 4.014419 -2.281501 -4.211814 0.00 0.00 -0.01 0.462
H 2.712095 -0.271634 -3.587309 -0.01 0.01 0.00 0.193
S 3.162786 0.308280 1.508160 0.09 0.14 -0.08 -0.442
C 3.031494 -1.387097 1.164475 -0.07 -0.03 -0.03 0.119
N 3.144586 -2.246856 2.163502 0.00 0.01 0.00 -0.082
C 3.069220 -3.700862 2.000140 0.00 -0.02 -0.01 -0.547
C 3.493472 -4.068504 0.589070 0.00 0.00 0.00 -0.746
C 2.707524 -3.238874 -0.411808 -0.01 0.00 0.00 -0.131
N 2.849180 -1.823687 -0.070133 0.04 -0.02 -0.01 0.957
H 3.259110 -1.852487 3.083877 -0.01 0.00 0.00 0.251
H 2.046732 -4.030751 2.194576 0.01 0.00 0.01 0.180
H 3.720325 -4.159187 2.741674 0.01 0.01 0.00 0.443
H 3.316514 -5.128677 0.417646 0.00 0.00 -0.01 0.427
H 4.561292 -3.880989 0.461218 0.00 -0.01 0.00 0.306
H 1.648181 -3.510234 -0.403959 0.00 0.01 0.01 -0.221
H 3.089886 -3.374885 -1.421892 -0.01 0.00 0.00 0.425
H 2.751293 -1.126837 -0.793282 0.02 -0.02 0.01 -0.557
```
Forces are in eV/Å.

=====

No. 2
A cluster of 2 separate species, C4H8F3NO in total at a distorted geometry, computed with wB97M-V/def2-TZVPD.

Computed properties:
SMILES   CC(=O)C(F)(F)F.CN
Frontier orbital gap   9.95 eV
Net charge   0
LUMO energy   0.0148 Eh
ΔE to the lowest compared entry with this formula, charge and spin   207.01 kJ/mol

The geometry in XYZ format:
```
17
Properties=species:S:1:pos:R:3:forces:R:3:mulliken_charge:R:1
C -1.244319 -0.799300 -0.981772 -1.04 -1.16 -4.44 -0.786
C -0.243933 0.054832 -1.676930 1.17 -0.66 -1.82 0.543
O 0.806327 -0.336847 -2.185439 -2.63 1.32 1.15 -0.522
C -0.591850 1.570183 -1.569349 2.00 2.39 1.00 0.756
F -0.274324 2.344498 -2.660815 -0.60 -1.34 1.15 -0.247
F 0.172869 2.002517 -0.519076 0.76 -0.07 -0.87 -0.226
F -1.789629 1.931131 -1.106192 -1.05 -0.80 -1.31 -0.257
H -1.410230 -1.777721 -1.490546 0.62 0.65 0.45 0.321
H -0.824169 -0.894023 -0.097370 1.91 -1.11 4.58 0.033
H -2.197780 -0.388931 -0.827170 -1.15 0.99 -0.04 0.381
C 1.223077 -1.123838 1.860196 -0.71 1.45 1.43 -0.826
N 0.915889 0.282974 1.553495 0.93 1.29 1.66 -0.479
H 1.835493 -1.296526 2.775307 -0.59 0.06 -0.55 0.286
H 0.269311 -1.603949 1.906764 -0.31 -0.97 0.20 0.273
H 1.734187 -1.380320 1.007451 1.42 -1.67 -1.69 0.303
H 0.006671 0.567815 1.914739 0.27 -0.10 0.12 0.213
H 1.612412 0.847505 2.096710 -1.00 -0.27 -1.01 0.236
```
Forces are in eV/Å.

=====

No. 3
A structure of composition C8H5N2SSe3TeY, computed with wB97M-V/def2-TZVPD.

Computed properties:
Frontier orbital gap   7.38 eV
Net charge   0
LUMO energy   -0.0226 Eh
ΔE to the lowest compared entry with this formula, charge and spin   25.39 kJ/mol

The geometry in XYZ format:
```
21
Properties=species:S:1:pos:R:3:forces:R:3:mulliken_charge:R:1
Y 0.177720 0.531455 0.835736 0.50 -0.02 0.14 0.934
Se 2.185369 -0.887657 -0.353516 0.02 -0.12 -0.03 -0.388
Se 3.081876 -1.131925 1.832074 -0.14 0.09 -0.12 -0.064
Te 2.353677 1.019102 2.932218 0.25 0.01 0.05 0.216
Se 0.011842 0.395909 3.559429 -0.28 -0.07 0.14 -0.378
N -0.642805 3.631422 -0.533024 0.02 -0.01 0.00 -0.490
C -0.140725 2.724779 -0.016575 -0.12 0.10 -0.13 -0.044
S -4.482076 0.644588 -0.402155 -0.09 0.14 -0.01 -0.186
C -2.801501 0.891243 -0.360569 0.24 -0.03 -0.11 0.069
N -2.098018 0.004319 0.292092 -0.54 -0.03 0.17 -0.284
C -2.942978 -0.964839 0.859677 0.52 0.19 -0.12 0.004
C -2.524072 -2.043791 1.641222 -0.09 -0.04 0.05 -0.398
C -3.485980 -2.895176 2.133145 -0.13 0.04 -0.04 -0.702
C -4.848305 -2.687764 1.851818 0.15 -0.13 0.09 -0.485
C -5.265972 -1.628557 1.081630 0.08 0.12 -0.11 -0.461
C -4.289140 -0.758506 0.583788 -0.30 -0.35 0.12 0.732
H -2.340782 1.749745 -0.836030 -0.08 0.01 -0.02 0.366
H -1.478717 -2.205601 1.873224 0.03 0.06 -0.05 0.403
H -3.189204 -3.733903 2.747726 -0.02 -0.01 0.00 0.390
H -5.580279 -3.377997 2.249204 0.00 0.01 0.00 0.376
H -6.315297 -1.478563 0.867955 0.01 0.03 -0.01 0.390
```
Forces are in eV/Å.